Entry from the Open Molecules 2025 dataset: an isolated ion of composition C8H14NOS and charge +1 at a distorted geometry (ωB97M-V with the def2-TZVPD basis set).

Results
relative energy (zero: lowest compared OMol25 entry of this formula, charge and spin)	65.36	kJ/mol
Kohn-Sham gap	9.2912	eV
SMILES	Cc1ccsc1[C@](C)([NH3+])CO

```
! RIJCOSX wB97M-V def2-TZVPD def2/J DEFGRID3
* xyz 1 1
C -1.227 -2.085 -0.864
C -1.439 -0.689 -0.400
C -2.802 -0.190 -0.497
C -2.949 0.935 0.221
S -1.514 1.474 0.956
C -0.651 0.240 0.259
C 1.114 0.266 0.427
C 1.449 -0.714 1.467
N 1.566 1.545 0.883
C 1.773 0.148 -0.942
O 1.614 1.459 -1.652
H -2.234 -2.459 -1.138
H -0.378 -2.208 -1.599
H -1.035 -2.583 0.026
H -3.679 -0.674 -1.065
H -3.788 1.612 0.117
H 0.663 -1.522 1.321
H 1.200 -0.313 2.498
H 2.498 -1.096 1.444
H 1.845 2.127 0.038
H 2.412 1.583 1.494
H 0.823 2.063 1.292
H 2.774 -0.046 -0.957
H 1.264 -0.600 -1.566
H 0.702 1.728 -1.764
*
```

These are the natural (NBO) partial charges, in e, on atoms 1 to 4: -0.64, -0.05, -0.23, -0.40

Entry from the Open Molecules 2025 dataset: an isolated molecule of C5H10O (ωB97M-V with the def2-TZVPD basis set).

Results
relative energy (zero: lowest compared OMol25 entry of this formula, charge and spin)	0.36	kJ/mol
Kohn-Sham gap	10.5039	eV
SMILES	CC(=O)C(C)C

```
! RIJCOSX wB97M-V def2-TZVPD def2/J DEFGRID3
* xyz 0 1
C 2.107 -0.328 -0.099
C 0.880 0.496 -0.437
O 0.981 1.634 -0.844
C -0.480 -0.173 -0.247
C -1.602 0.702 -0.792
C -0.704 -0.532 1.231
H 2.185 -0.481 0.983
H 2.047 -1.318 -0.565
H 3.000 0.195 -0.448
H -0.443 -1.114 -0.816
H -1.432 0.949 -1.843
H -1.659 1.645 -0.239
H -2.566 0.189 -0.706
H -0.670 0.367 1.857
H 0.045 -1.239 1.604
H -1.688 -0.993 1.361
*
```

These are the natural (NBO) partial charges, in e, on atoms 1 to 4: -0.73, 0.61, -0.54, -0.32

Entry from the Open Molecules 2025 dataset: a 2-piece molecular cluster, C2H8IN2 overall (ωB97M-V with the def2-TZVPD basis set).

Results
relative energy (zero: lowest compared OMol25 entry of this formula, charge and spin)	235.95	kJ/mol
Kohn-Sham gap	7.7792	eV

```
! RIJCOSX wB97M-V def2-TZVPD def2/J DEFGRID3
* xyz 1 1
C -0.145 -0.329 1.328
C -0.004 0.781 0.408
N 1.080 0.329 -2.054
N -1.350 -1.027 1.438
I -1.583 1.622 -0.580
H 0.724 -0.997 1.286
H 0.034 0.241 2.279
H 0.912 1.352 0.404
H 1.167 -0.674 -2.173
H 0.629 0.707 -2.877
H 2.019 0.712 -2.006
H -2.157 -0.700 0.926
H -1.325 -2.016 1.621
*
```

These are the natural (NBO) partial charges, in e, on atoms 1 to 4: -0.39, 0.00, -1.05, -0.82

Entry from the Open Molecules 2025 dataset: a 2-piece molecular cluster, C3H3OS2 overall at a distorted geometry (ωB97M-V with the def2-TZVPD basis set).

Results
relative energy (zero: lowest compared OMol25 entry of this formula, charge and spin)	117.87	kJ/mol
Kohn-Sham gap	5.1870	eV

```
! RIJCOSX wB97M-V def2-TZVPD def2/J DEFGRID3
* xyz -1 1
C 2.122 -0.076 -0.020
C 1.053 0.348 -0.734
C -2.950 -0.384 0.642
O -3.073 0.506 1.352
S -2.950 -1.695 -0.205
S 0.157 1.699 -0.261
H 2.700 -0.969 0.046
H 2.239 0.543 0.952
H 0.703 0.029 -1.772
*
```

These are the natural (NBO) partial charges, in e, on atoms 1 to 4: -0.60, -0.36, 0.48, -0.43

Entry from the Open Molecules 2025 dataset: C28H37InN2O3P2S as an isolated structure (ωB97M-V with the def2-TZVPD basis set).

Results
relative energy (zero: lowest compared OMol25 entry of this formula, charge and spin)	21.60	kJ/mol
Kohn-Sham gap	7.6705	eV

```
! RIJCOSX wB97M-V def2-TZVPD def2/J DEFGRID3
* xyz 2 1
In -0.553 1.332 0.494
C 6.032 1.558 2.950
C 5.922 0.499 2.059
C 4.729 0.277 1.382
C 3.654 1.137 1.598
C 3.757 2.191 2.511
C 4.951 2.404 3.179
P 2.112 0.932 0.711
C 2.309 -0.497 -0.384
C 2.884 -0.388 -1.649
C 3.050 -1.521 -2.432
C 2.649 -2.765 -1.957
C 2.072 -2.880 -0.698
C 1.897 -1.747 0.084
C 1.933 2.370 -0.362
C 2.981 3.148 -0.864
C 2.677 4.224 -1.689
C 1.353 4.523 -2.014
C 0.302 3.751 -1.522
C 0.615 2.689 -0.683
H 6.966 1.725 3.476
H 6.765 -0.161 1.892
H 4.643 -0.550 0.688
H 2.913 2.848 2.685
H 5.039 3.224 3.882
H 3.212 0.577 -2.020
H 3.505 -1.436 -3.414
H 2.790 -3.650 -2.569
H 1.773 -3.853 -0.324
H 1.465 -1.832 1.075
H 4.012 2.917 -0.618
H 3.477 4.844 -2.076
H 1.135 5.385 -2.635
H -0.719 4.004 -1.772
C -4.723 -0.158 3.012
N -3.342 -0.228 3.492
C -2.913 -1.310 4.401
C -1.473 -0.913 4.730
N -1.175 0.037 3.635
C -2.320 0.494 3.090
S -2.425 1.885 2.059
H -4.961 -1.060 2.448
H -4.849 0.710 2.374
H -5.398 -0.079 3.860
H -2.973 -2.263 3.881
H -3.554 -1.352 5.276
H -0.789 -1.753 4.728
H -1.409 -0.406 5.690
H -0.405 0.677 3.733
C -4.534 -1.114 -4.176
C -4.513 -0.991 -2.678
O -3.125 -1.075 -2.210
P -2.486 0.033 -1.271
O -0.944 0.068 -1.810
C -0.640 0.527 -3.170
C -0.395 -0.650 -4.082
O -2.022 -0.747 0.111
C -1.550 -2.147 0.071
C -2.695 -3.084 0.366
H -5.571 -1.110 -4.521
H -4.072 -2.050 -4.494
H -4.011 -0.280 -4.650
H -5.056 -1.805 -2.206
H -4.952 -0.047 -2.348
H 0.243 1.152 -3.075
H -1.460 1.152 -3.532
H 0.449 -1.237 -3.721
H -0.168 -0.290 -5.088
H -1.273 -1.295 -4.132
H -0.767 -2.219 0.820
H -1.107 -2.351 -0.901
H -3.010 -3.024 1.408
H -2.382 -4.110 0.163
H -3.552 -2.862 -0.271
*
```

These are the Löwdin partial charges, in e, on atoms 1 to 4: 0.75, -0.05, -0.05, -0.06

Entry from the Open Molecules 2025 dataset: an isolated molecule of C4H8N2O3 at a distorted geometry (ωB97M-V with the def2-TZVPD basis set).

Results
relative energy (zero: lowest compared OMol25 entry of this formula, charge and spin)	621.39	kJ/mol
Kohn-Sham gap (alpha / beta)	7.7515 / 7.7521	eV

```
! RIJCOSX wB97M-V def2-TZVPD def2/J DEFGRID3
* xyz 0 1
C -0.613 -0.477 -0.484
C -1.702 -0.861 0.480
N 2.022 -0.294 -0.648
C 0.987 -0.621 0.275
C 0.776 0.766 1.199
O 1.921 0.935 -1.353
O -0.851 0.709 -1.194
N 0.184 1.753 1.478
O 1.067 -1.704 0.882
H 1.007 1.006 -1.687
H -1.251 1.355 -0.596
H 2.343 -1.080 -1.202
H -0.422 -1.252 -1.227
H 0.444 2.622 1.922
H -2.624 -1.069 -0.068
H -1.394 -1.743 1.038
H -1.892 -0.046 1.185
*
```

These are the natural (NBO) partial charges, in e, on atoms 1 to 4: 0.08, -0.67, -0.39, 0.43

Entry from the Open Molecules 2025 dataset: a 2-piece molecular cluster, C4H11NO overall at a distorted geometry (ωB97M-V with the def2-TZVPD basis set).

Results
relative energy (zero: lowest compared OMol25 entry of this formula, charge and spin)	134.38	kJ/mol
Kohn-Sham gap	10.7252	eV
SMILES	CC(N)=O.CC

```
! RIJCOSX wB97M-V def2-TZVPD def2/J DEFGRID3
* xyz 0 1
C -0.606 0.638 2.196
C -1.099 -0.584 1.557
N -1.718 -1.503 2.474
O -0.990 -0.926 0.357
H -1.501 1.364 2.203
H 0.246 1.061 1.481
H -0.081 0.621 3.074
H -2.084 -2.389 2.183
H -2.168 -1.026 3.178
C 1.070 -0.001 -3.049
C 1.426 0.717 -1.700
H 0.610 -0.951 -2.822
H 0.314 0.601 -3.643
H 1.964 -0.186 -3.499
H 0.870 1.640 -1.333
H 2.422 1.052 -1.698
H 1.326 -0.129 -0.958
*
```

These are the natural (NBO) partial charges, in e, on atoms 1 to 4: -0.74, 0.67, -0.84, -0.60

Entry from the Open Molecules 2025 dataset: C4H14Be2FO7 as an isolated structure at a distorted geometry (ωB97M-V with the def2-TZVPD basis set).

Results
relative energy (zero: lowest compared OMol25 entry of this formula, charge and spin)	26.65	kJ/mol
Kohn-Sham gap	6.8785	eV

```
! RIJCOSX wB97M-V def2-TZVPD def2/J DEFGRID3
* xyz -1 1
Be 0.897 -1.162 -0.834
Be 0.208 1.437 0.684
F 0.558 0.186 -0.097
O -0.838 1.294 1.786
C -1.748 2.336 1.511
C -1.013 3.450 0.736
O -0.338 2.588 -0.211
H -2.284 2.692 2.408
H -2.530 1.767 0.939
H -0.249 3.942 1.404
H -1.655 4.139 0.161
O -0.420 -1.902 -1.271
C -0.153 -3.090 -0.632
C 1.348 -3.238 -0.566
O 1.896 -1.995 -0.048
H -0.622 -3.929 -1.048
H -0.507 -2.824 0.366
H 1.712 -3.215 -1.575
H 1.649 -4.029 0.093
O -2.622 -0.654 -0.559
H -1.828 -1.182 -0.677
H -2.818 -0.415 0.369
O 1.721 1.947 1.479
H 1.970 2.509 2.151
H 2.015 1.148 1.960
O 1.706 -0.501 -2.499
H 2.529 -0.240 -2.799
H 1.408 -1.061 -3.237
*
```

These are the natural (NBO) partial charges, in e, on atoms 1 to 4: 1.71, 1.71, -0.87, -1.08

Entry from the Open Molecules 2025 dataset: a 15-piece molecular cluster, C19H68N22O19 overall at a distorted geometry (ωB97M-V with the def2-TZVPD basis set).

Results
relative energy (zero: lowest compared OMol25 entry of this formula, charge and spin)	1074.96	kJ/mol
Kohn-Sham gap	9.2244	eV

```
! RIJCOSX wB97M-V def2-TZVPD def2/J DEFGRID3
* xyz 0 1
C -3.399 -5.233 -3.225
C -4.523 -4.132 -3.302
O -5.427 -4.303 -2.256
O -2.924 -5.536 -4.526
H -3.905 -6.140 -2.894
H -2.561 -4.928 -2.598
H -5.083 -4.315 -4.220
H -4.169 -3.108 -3.420
H -4.953 -4.185 -1.429
H -3.619 -5.732 -5.159
C -4.522 -5.353 6.091
C -5.223 -5.139 4.727
O -4.504 -4.376 3.754
O -3.485 -6.339 6.056
H -5.237 -5.644 6.860
H -4.067 -4.395 6.342
H -6.278 -4.870 4.757
H -5.271 -6.110 4.235
H -4.506 -3.476 4.087
H -3.806 -7.227 5.882
C -3.148 8.565 -1.285
C -2.084 7.446 -1.015
O -1.608 6.794 -2.132
O -2.595 9.522 -2.151
H -3.444 8.932 -0.302
H -4.045 8.067 -1.651
H -2.697 6.672 -0.553
H -1.156 7.834 -0.595
H -1.559 7.445 -2.836
H -3.204 10.250 -2.290
C -5.944 3.948 5.077
C -7.330 4.388 5.610
O -7.462 5.811 5.633
O -6.008 2.580 4.814
H -5.142 4.052 5.807
H -5.617 4.590 4.259
H -7.481 4.000 6.617
H -8.152 3.995 5.011
H -7.674 6.224 4.793
H -5.536 2.664 3.982
C -0.267 0.036 -0.141
O -1.092 0.092 0.763
N -0.072 0.843 -1.112
N 0.456 -1.038 -0.315
H -0.691 1.640 -1.169
H 0.708 0.890 -1.751
H 0.922 -1.113 -1.209
H 0.159 -1.737 0.350
C 1.419 4.559 -8.250
O 2.396 5.076 -8.725
N 1.598 3.705 -7.295
N 0.202 4.632 -8.599
H 0.807 3.270 -6.842
H 2.540 3.524 -6.980
H -0.023 5.331 -9.293
H -0.471 4.014 -8.168
C 7.398 1.611 -3.251
O 6.718 2.099 -4.138
N 7.216 0.360 -2.748
N 8.367 2.205 -2.689
H 6.534 -0.328 -3.033
H 7.696 0.289 -1.862
H 8.264 3.209 -2.658
H 8.888 1.775 -1.939
C 7.001 1.719 2.719
O 7.781 0.893 2.285
N 5.729 1.524 2.985
N 7.309 2.881 3.075
H 5.313 0.613 2.857
H 5.302 2.404 3.236
H 6.600 3.567 3.287
H 8.267 3.174 2.945
C 2.895 -2.706 -6.654
O 2.942 -2.759 -5.432
N 3.834 -2.216 -7.458
N 1.916 -3.207 -7.376
H 4.478 -1.681 -6.894
H 3.736 -2.097 -8.456
H 1.112 -3.639 -6.943
H 1.939 -2.955 -8.353
C 4.035 -8.153 -2.499
O 4.559 -9.255 -2.537
N 2.872 -8.024 -3.066
N 4.519 -6.970 -2.126
H 2.459 -8.823 -3.526
H 2.410 -7.126 -3.085
H 3.885 -6.280 -2.502
H 5.446 -6.941 -1.725
C 3.051 -4.614 5.428
O 2.532 -5.319 4.559
N 4.305 -4.231 5.474
N 2.391 -4.160 6.462
H 4.615 -3.779 6.322
H 5.022 -4.626 4.881
H 2.796 -3.551 7.159
H 1.416 -4.411 6.546
C -6.877 3.121 -2.627
O -6.701 2.716 -1.465
N -5.933 3.167 -3.481
N -7.972 3.686 -3.125
H -5.181 2.499 -3.379
H -5.955 3.832 -4.240
H -8.721 3.945 -2.499
H -8.256 3.712 -4.094
C 4.708 7.405 -0.026
O 4.142 6.944 0.980
N 5.763 8.102 -0.114
N 4.395 7.014 -1.182
H 6.067 8.409 0.799
H 6.188 8.494 -0.942
H 4.741 7.293 -2.089
H 3.547 6.477 -1.072
C -1.677 -9.873 1.936
O -2.682 -10.417 1.505
N -1.014 -10.176 3.040
N -1.159 -8.782 1.399
H -0.322 -9.512 3.355
H -1.249 -11.025 3.534
H -0.486 -8.182 1.854
H -1.722 -8.489 0.613
C 0.780 2.945 7.116
O 1.526 3.389 7.928
N -0.055 2.009 7.428
N 0.744 3.412 5.857
H -0.696 1.592 6.768
H -0.340 1.792 8.372
H 1.218 4.272 5.622
H 0.389 2.790 5.144
*
```

These are the Löwdin partial charges, in e, on atoms 1 to 4: -0.22, -0.26, -0.06, -0.09

Entry from the Open Molecules 2025 dataset: a 12-piece molecular cluster, C38H62Br10O21 overall at a distorted geometry (ωB97M-V with the def2-TZVPD basis set).

Results
relative energy (zero: lowest compared OMol25 entry of this formula, charge and spin)	0.00	kJ/mol
Kohn-Sham gap (alpha / beta)	2.2448 / 7.7830	eV

```
! RIJCOSX wB97M-V def2-TZVPD def2/J DEFGRID3
* xyz -1 2
Br 0.098 -3.185 2.140
C -0.970 -4.180 3.539
C -1.332 -5.554 3.039
Br -2.358 -5.411 1.310
H -1.829 -3.566 3.811
H -0.324 -4.217 4.416
H -1.938 -6.214 3.661
H -0.462 -6.166 2.803
Br -0.590 -5.312 -5.018
C -2.170 -5.049 -3.925
C -2.246 -6.133 -2.874
Br -4.026 -6.039 -1.952
H -2.991 -5.218 -4.622
H -2.182 -4.035 -3.527
H -1.396 -5.951 -2.217
H -2.102 -7.042 -3.458
Br -2.274 5.443 2.460
C -2.687 3.491 2.257
C -3.231 3.263 0.848
Br -1.686 3.428 -0.456
H -3.396 3.179 3.024
H -1.782 2.894 2.367
H -4.006 3.994 0.621
H -3.664 2.268 0.749
Br 3.493 -1.203 -2.385
C 2.554 -0.597 -4.043
C 2.416 -1.625 -5.139
Br 4.254 -2.013 -5.899
H 3.088 0.276 -4.419
H 1.525 -0.315 -3.821
H 1.761 -1.245 -5.923
H 1.886 -2.548 -4.903
Br 4.429 -4.619 -0.398
C 2.583 -4.322 0.308
C 1.558 -4.354 -0.823
Br 1.487 -6.196 -1.510
H 2.644 -3.312 0.714
H 2.269 -5.020 1.084
H 1.923 -3.676 -1.594
H 0.585 -4.066 -0.425
C -5.256 -2.532 1.362
C -5.017 -3.006 -0.123
C -6.288 -3.318 -0.911
O -5.930 -2.867 -2.200
C -5.086 -1.900 -2.101
O -4.744 -1.118 -3.010
O -4.593 -1.907 -0.887
H -6.147 -1.905 1.359
H -4.428 -2.034 1.867
H -5.481 -3.416 1.959
H -4.338 -3.846 -0.268
H -7.172 -2.761 -0.601
H -6.453 -4.393 -0.835
C 3.072 2.706 3.105
C 2.465 3.236 4.460
C 2.225 4.726 4.503
O 0.911 4.865 4.960
C 0.289 3.665 5.004
O -0.887 3.487 5.266
O 1.146 2.690 4.597
H 3.899 3.318 2.747
H 2.288 2.763 2.350
H 3.396 1.667 3.051
H 3.077 2.851 5.277
H 2.356 5.030 3.465
H 2.994 5.128 5.163
C -2.056 -0.440 6.770
C -1.542 0.351 5.565
C -0.394 -0.244 4.878
O -0.595 -0.190 3.514
C -1.867 0.095 3.347
O -2.364 0.155 2.244
O -2.517 0.308 4.539
H -2.925 0.067 7.188
H -1.361 -0.428 7.609
H -2.393 -1.446 6.517
H -1.305 1.365 5.890
H -0.247 -1.295 5.126
H 0.621 0.037 5.161
C -4.771 1.704 -1.986
C -4.537 2.231 -3.392
C -5.596 3.123 -3.956
O -4.834 4.090 -4.626
C -3.584 4.068 -4.223
O -2.682 4.817 -4.660
O -3.403 3.088 -3.384
H -4.855 2.532 -1.282
H -3.867 1.212 -1.627
H -5.678 1.101 -1.953
H -4.254 1.416 -4.057
H -6.207 3.540 -3.155
H -6.199 2.549 -4.659
C 6.107 1.941 0.712
C 5.912 0.493 1.287
C 4.931 -0.368 0.496
O 5.705 -1.093 -0.420
C 7.027 -1.074 0.042
O 7.996 -1.643 -0.463
O 7.130 -0.237 1.087
H 6.735 2.382 1.486
H 5.188 2.517 0.599
H 6.779 1.909 -0.145
H 5.464 0.557 2.279
H 4.421 0.358 -0.137
H 4.204 -0.941 1.072
C 0.762 0.914 -0.337
C -0.001 -0.411 -0.333
C -1.453 -0.369 -0.673
O -1.592 -1.207 -1.785
C -0.436 -1.663 -2.174
O -0.198 -2.291 -3.172
O 0.524 -1.287 -1.302
H 0.386 1.506 0.497
H 0.525 1.532 -1.203
H 1.801 0.652 -0.138
H 0.033 -0.964 0.605
H -1.739 0.641 -0.965
H -2.105 -0.702 0.135
C 4.792 5.721 -3.719
C 4.829 4.186 -3.768
C 5.401 3.478 -2.496
O 4.320 2.779 -2.008
C 3.312 2.853 -2.827
O 2.280 2.240 -2.710
O 3.542 3.677 -3.876
H 4.326 6.134 -4.614
H 5.791 6.151 -3.643
H 4.153 5.968 -2.871
H 5.348 3.842 -4.663
H 5.806 4.225 -1.813
H 6.198 2.805 -2.812
*
```

These are the Löwdin partial charges, in e, on atoms 1 to 4: 0.51, -0.71, -0.67, 0.43

Entry from the Open Molecules 2025 dataset: C4H6BaLiO2 as an isolated structure at a distorted geometry (ωB97M-V with the def2-TZVPD basis set).

Results
relative energy (zero: lowest compared OMol25 entry of this formula, charge and spin)	608.60	kJ/mol
Kohn-Sham gap (alpha / beta)	5.3275 / 4.3068	eV

```
! RIJCOSX wB97M-V def2-TZVPD def2/J DEFGRID3
* xyz 0 2
O 1.019 -2.278 0.765
C 0.751 -2.267 -0.553
C -0.593 -2.106 -0.920
Ba 3.223 0.178 0.296
Li -0.140 0.022 2.277
H -1.361 -2.223 -0.130
H -0.917 -2.175 -1.962
C -0.117 1.714 0.596
C -0.785 0.779 -0.177
O 1.217 2.030 0.323
H -0.648 2.580 0.999
H -1.367 -0.122 -0.320
H -1.581 1.319 -0.706
H 1.297 2.550 -0.488
*
```

These are the natural (NBO) partial charges, in e, on atoms 1 to 4: -0.82, 0.21, -0.71, 0.95